DFT (the ωB97M-V functional and the def2-TZVPD basis) results for C11H25CoN3OS4Sb as an isolated structure.

- LUMO (alpha / beta): -6.13 / -6.01 eV
- HOMO level (alpha / beta): -0.417 / -0.416 Eh
- <S²>: 1.067
- DFT total energy: -105831.7973 eV
- Orbital gap (alpha / beta): 5.23 / 5.32 eV

The geometry in ORCA input format:
```
! RIJCOSX wB97M-V def2-TZVPD def2/J DEFGRID3
* xyz 1 2
Co -0.0340 0.3655 -0.2907
S -0.8561 1.2319 -4.8053
Sb 0.8676 1.3959 -3.3303
S 0.2285 2.2772 -1.1100
S 1.0214 -0.6138 -1.8773
C -6.0424 1.1137 -2.5183
C -5.9029 2.3274 -1.5955
C -4.7696 2.2472 -0.5715
C -3.3604 2.4191 -1.1335
N -2.9575 1.3304 -2.0191
C -2.5355 0.1338 -1.6610
S -2.1192 -0.2052 0.0254
N -2.3859 -0.7910 -2.5847
C -2.0679 -2.1995 -2.3882
C -3.3293 -3.0453 -2.1907
C -4.3570 -2.8991 -3.3133
C -3.8188 -3.2575 -4.6975
H -6.9944 1.1565 -3.0462
H -6.0187 0.1846 -1.9428
H -5.2568 1.0685 -3.2753
H -6.8344 2.4435 -1.0391
H -5.7909 3.2389 -2.1905
H -4.8224 1.2951 -0.0315
H -4.9087 3.0315 0.1750
H -2.6475 2.4932 -0.3123
H -3.2914 3.3381 -1.7155
H -3.0536 1.4859 -3.0185
H -2.5599 -0.5002 -3.5430
H -1.4107 -2.3099 -1.5214
H -1.5176 -2.5252 -3.2687
H -3.7859 -2.7742 -1.2344
H -3.0175 -4.0894 -2.1070
H -4.7500 -1.8774 -3.3238
H -5.2058 -3.5419 -3.0752
H -3.0408 -2.5661 -5.0309
H -4.6203 -3.2253 -5.4341
H -3.3960 -4.2639 -4.7003
C 2.0781 -0.0848 3.4317
C 1.8306 -0.0587 1.9574
N 2.8757 -0.1418 1.1437
O 0.6623 0.0337 1.5288
H 3.1353 -0.1531 3.6732
H 1.5477 -0.9361 3.8575
H 1.6545 0.8149 3.8763
H 3.8125 -0.2236 1.5032
H 2.7408 -0.1687 0.1385
*
```